# C51H47ClN6O3PPdS2

C51H47ClN6O3PPdS2 as an isolated structure (the ωB97M-V functional and the def2-TZVPD basis, the Open Molecules 2025 dataset).

Structure (XYZ):
```
112
C51H47ClN6O3PPdS2 the ωB97M-V functional and the def2-TZVPD basis
Pd 0.14582 0.01397 0.24270
C 0.54874 0.08501 5.14160
C 1.07969 0.60262 3.80783
C 1.97102 1.82549 3.99526
C 1.76877 -0.53456 3.04828
C 3.17242 -0.86330 3.54424
O 4.02263 -0.28976 2.53736
C 3.26940 -0.00027 1.47948
N 1.99802 -0.17277 1.61434
C 4.06958 0.47020 0.33046
C 5.41535 0.75000 0.58521
C 6.26386 1.16362 -0.42576
C 5.78298 1.28440 -1.71833
C 4.44935 1.01921 -1.98054
C 3.57683 0.62622 -0.96697
P 1.89320 0.21852 -1.51909
C 2.18384 -1.40212 -2.28549
C 2.66708 -1.54804 -3.58522
C 2.96506 -2.81126 -4.07701
C 2.79633 -3.93064 -3.27544
C 2.33772 -3.78893 -1.97112
C 2.03382 -2.53095 -1.47884
C 1.53417 1.47185 -2.76705
C 1.83557 2.80199 -2.45937
C 1.60172 3.79938 -3.38867
C 1.05510 3.48551 -4.62770
C 0.72718 2.17254 -4.93064
C 0.95803 1.16685 -4.00226
H 0.02733 0.87626 5.68126
H 1.35821 -0.26242 5.78779
H -0.14649 -0.74788 5.00494
H 0.23734 0.91431 3.18529
H 2.80136 1.62614 4.67439
H 1.39303 2.64236 4.42544
H 2.37059 2.18571 3.04606
H 1.14604 -1.42168 3.10736
H 3.38143 -1.93190 3.58566
H 3.42221 -0.41292 4.50054
H 5.79685 0.64573 1.58860
H 7.29774 1.38646 -0.20150
H 6.43831 1.58757 -2.52364
H 4.08770 1.12545 -2.99472
H 2.82810 -0.68480 -4.21661
H 3.34021 -2.91800 -5.08605
H 3.03963 -4.91215 -3.66009
H 2.22730 -4.66075 -1.33925
H 1.68180 -2.41917 -0.45815
H 2.26138 3.05643 -1.49752
H 1.85110 4.82446 -3.14971
H 0.89293 4.26544 -5.35978
H 0.30312 1.92588 -5.89493
H 0.71914 0.14742 -4.27061
O -0.15520 3.00483 2.12001
S -0.83857 2.74823 0.89310
O -0.08129 2.51576 -0.31622
N -1.54762 1.21230 1.06819
C -2.19347 0.74780 2.12334
C -3.11480 1.47895 2.91804
C -3.76199 0.88382 3.98585
C -3.52886 -0.44562 4.30087
C -2.60342 -1.22696 3.55050
C -2.29082 -2.55798 3.88771
C -1.32893 -3.21881 3.16728
C -0.69834 -2.54552 2.11500
N -0.98985 -1.30405 1.76160
C -1.93335 -0.64638 2.46626
C -2.01726 3.99958 0.63485
C -2.46967 4.71205 1.74545
C -3.41416 5.70714 1.55689
C -3.87574 5.99447 0.27779
C -3.39102 5.29967 -0.82411
C -2.45498 4.29319 -0.65350
H -3.31062 2.51341 2.67307
H -4.45413 1.46284 4.58178
H -4.03475 -0.90216 5.14240
H -2.79442 -3.03605 4.71887
H -1.04197 -4.23341 3.40475
H 0.07704 -3.03740 1.53816
H -2.05713 4.51374 2.72562
H -3.77532 6.27281 2.40478
H -4.59965 6.78576 0.13545
H -3.72532 5.56069 -1.81901
H -2.03766 3.77483 -1.50517
N -5.04539 0.51486 -1.06399
C -4.08158 0.17824 -1.90671
S -2.53207 0.97727 -1.82415
N -4.23842 -0.74915 -2.83361
C -5.42759 -1.46808 -3.17550
C -5.28900 -2.81728 -3.47836
C -6.41062 -3.54672 -3.83306
C -7.65242 -2.92666 -3.89706
C -7.77342 -1.57123 -3.61964
C -6.66065 -0.82906 -3.25540
H -4.87959 1.25642 -0.40398
H -5.94815 0.06008 -1.08158
H -3.39536 -0.99053 -3.34206
H -4.31402 -3.28752 -3.42708
H -6.31718 -4.59935 -4.06145
H -8.52639 -3.49811 -4.17766
H -8.73400 -1.08267 -3.70693
H -6.75239 0.23963 -3.10703
Cl -0.63116 -2.28851 -5.28369
C -0.98581 -2.64415 -3.63648
C -1.39833 -3.90839 -3.24484
C -1.70146 -4.09839 -1.90717
C -1.55652 -3.03910 -1.02306
N -1.11982 -1.83325 -1.39118
C -0.85930 -1.64442 -2.68584
H -1.48486 -4.70887 -3.96796
H -2.04386 -5.05935 -1.54833
H -1.81435 -3.16749 0.01866
H -0.55636 -0.65436 -2.99001
```

Values from the calculation:
Spin multiplicity ... 5
Gap between HOMO and LUMO (alpha / beta) ... 7.14 / 4.63 eV
Total energy ... -4250.79470 Ha
LUMO level (alpha / beta) ... -0.292 / -0.400 Eh
HOMO (alpha / beta) ... -15.08 / -15.51 eV
Charge ... +3

Results of the Mulliken charge analysis, in e, for atoms 1 through 2: Pd 1.09; C -1.58


# C51H49BrN3O4SSiYb

C51H49BrN3O4SSiYb as an isolated structure at a distorted geometry (the ωB97M-V functional and the def2-TZVPD basis, the Open Molecules 2025 dataset).

Structure (XYZ):
```
111
C51H49BrN3O4SSiYb the ωB97M-V functional and the def2-TZVPD basis
Yb 0.54207 1.15204 0.19349
Br 7.58959 -2.03580 1.96177
C 6.13992 -0.91209 1.59904
C 6.20880 0.44253 2.01457
C 5.05849 1.25843 1.93051
C 3.87204 0.76572 1.41866
C 3.84751 -0.54404 0.90287
C 4.98641 -1.35318 0.98403
N 2.65284 1.50106 1.37176
C 2.65056 2.62869 2.07103
C 1.43673 3.29015 2.47459
C 1.45276 4.07047 3.68066
C 0.25319 4.61712 4.14105
C -0.91921 4.38895 3.34540
C -0.82256 3.67881 2.17242
N 0.35309 3.13220 1.78406
H 7.10045 0.81213 2.55362
H 5.08161 2.24567 2.41464
H 2.86794 -0.95039 0.64366
H 4.98670 -2.39309 0.59769
H 3.57926 3.19250 2.27763
H 2.40584 4.27470 4.18156
H 0.22417 5.23203 5.01207
H -1.87427 4.75687 3.71356
H -1.62911 3.56660 1.48343
C -2.60926 -5.10782 1.27630
C -1.52775 -4.36096 0.48356
C -0.79574 -5.39428 -0.41123
O -2.13621 -3.31925 -0.31535
C -1.07294 -2.31552 -0.39483
C -0.40372 -2.32872 0.92065
O -0.64375 -3.68123 1.38215
C -0.67137 -1.34589 2.11953
O -0.34596 -0.08335 1.74363
C 0.33613 -1.70298 3.30411
C 0.22142 -0.93506 4.49429
C 1.12618 -1.13833 5.55690
C 2.15661 -2.11059 5.45939
C 2.20567 -2.88162 4.28918
C 1.34700 -2.66844 3.24805
C -2.04561 -1.56080 2.78080
C -2.35191 -2.65865 3.60004
C -3.53916 -2.70159 4.29727
C -4.43531 -1.63617 4.17773
C -4.14148 -0.56446 3.33506
C -2.93321 -0.52414 2.66632
C -1.47779 -0.99389 -1.17633
O -0.31834 -0.26392 -1.03763
C -2.83988 -0.35211 -0.83477
C -4.01234 -1.10236 -0.67383
C -5.15563 -0.49865 -0.18359
C -5.22878 0.91140 0.04670
C -4.08808 1.66792 -0.21744
C -2.94595 1.03472 -0.74277
C -1.59777 -1.36257 -2.71573
C -1.88267 -2.59879 -3.21229
C -1.97338 -2.78520 -4.58195
C -1.69980 -1.75783 -5.48293
C -1.37404 -0.50111 -4.98767
C -1.31238 -0.29226 -3.61657
H -3.34525 -5.55965 0.63570
H -3.10837 -4.43177 1.96730
H -2.09056 -5.89222 1.85467
H -1.47803 -5.89998 -1.14178
H -0.35203 -6.19685 0.19922
H -0.00558 -4.91852 -1.03420
H -0.36211 -2.80638 -1.08149
H 0.68805 -2.31041 0.82973
H -0.55455 -0.20119 4.63381
H 1.03214 -0.53425 6.46985
H 2.89894 -2.27799 6.33773
H 2.83897 -3.73722 4.27404
H 1.43525 -3.32599 2.39994
H -1.63062 -3.46679 3.65319
H -3.81158 -3.58410 4.88761
H -5.28853 -1.62315 4.90365
H -4.86383 0.23389 3.18144
H -2.67305 0.29637 2.00276
H -3.98722 -2.16078 -0.93994
H -5.97469 -1.17465 0.09068
H -6.15868 1.27785 0.47774
H -4.02137 2.74917 -0.09993
H -2.07183 1.63898 -0.92709
H -2.02848 -3.49097 -2.57790
H -2.32222 -3.73589 -4.98640
H -1.63393 -2.01752 -6.53302
H -1.17790 0.29684 -5.63954
H -0.99520 0.65174 -3.22671
C -0.27271 4.95115 -4.36915
Si 1.28967 4.09355 -4.89273
C 0.98861 3.09665 -6.47681
C 2.86102 5.19276 -5.07928
C 1.85521 2.67685 -3.75668
C 2.86493 1.92003 -4.30076
C 3.52947 0.92461 -3.57215
C 3.10996 0.70452 -2.26667
N 1.96171 1.33310 -1.80842
C 1.36251 2.36616 -2.47222
S 0.02260 3.27242 -1.82582
H -0.63359 5.57892 -5.18930
H -0.22990 5.63678 -3.48995
H -1.03284 4.20002 -4.17623
H 0.32877 3.49657 -7.22452
H 0.59634 2.12562 -6.19382
H 1.96292 2.92493 -6.93658
H 2.62853 5.93722 -5.84322
H 3.80316 4.65244 -5.26144
H 2.95219 5.64336 -4.10767
H 3.23810 2.21470 -5.29761
H 4.30870 0.30463 -4.04148
H 3.66928 0.05090 -1.54908
```

Values from the calculation:
Spin multiplicity ... 2
Gap between HOMO and LUMO (alpha / beta) ... 5.63 / 5.63 eV
Total energy ... -6858.52120 Ha
LUMO level (alpha / beta) ... -0.072 / -0.072 Eh
HOMO (alpha / beta) ... -7.59 / -7.59 eV
Charge ... 0

Results of the Mulliken charge analysis, in e, for atoms 1 through 2: Yb -0.19; Br -0.17


# C51H49CrGeN4O4S5Sb2

C51H49CrGeN4O4S5Sb2 as an isolated structure (the ωB97M-V functional and the def2-TZVPD basis, the Open Molecules 2025 dataset).

Structure (XYZ):
```
117
C51H49CrGeN4O4S5Sb2 the ωB97M-V functional and the def2-TZVPD basis
Cr -0.72349 -0.45663 -2.80206
C 4.87749 -0.71567 1.52731
Sb 2.78653 -0.98528 2.02880
C 3.18992 -2.39040 3.58522
C 2.85550 0.70922 3.40332
C 1.74215 0.76937 4.40322
C 1.95659 0.24944 5.68166
C 0.97771 0.28235 6.65979
C -0.25305 0.85495 6.37413
C -0.48469 1.36606 5.10999
C 0.48486 1.32698 4.10655
C 0.14940 1.87654 2.76136
Sb -0.91549 0.51389 1.40208
C -2.73787 3.56849 -0.12820
C -2.85702 0.93251 2.22539
H 5.47007 -0.61432 2.43901
H 5.01340 0.17478 0.91259
H 5.23757 -1.57726 0.96282
H 4.13543 -2.13573 4.07130
H 3.21787 -3.39925 3.17993
H 2.37115 -2.35018 4.30271
H 2.91452 1.62039 2.80465
H 3.80937 0.59496 3.92429
H 2.92407 -0.18910 5.90427
H 1.16751 -0.15044 7.63448
H -1.04265 0.85541 7.11236
H -1.45458 1.79482 4.87869
H 1.03105 2.20611 2.21052
H -0.52324 2.73412 2.85049
H -3.12908 3.03959 0.73821
H -3.58983 3.92467 -0.71277
H -2.18214 4.44171 0.22651
H -2.91048 1.91419 2.69609
H -3.05555 0.16554 2.97606
H -3.60843 0.85040 1.44126
S -1.13414 -2.45214 -3.86552
C -2.78548 -2.78165 -3.39543
C -3.50655 -3.74816 -4.09122
C -4.81550 -4.06426 -3.75433
C -5.52070 -5.05979 -4.50582
N -6.07428 -5.85769 -5.12343
C -5.43292 -3.39059 -2.68974
C -4.72357 -2.41796 -1.99549
C -3.40753 -2.09588 -2.32677
S -2.58425 -0.86193 -1.40679
C -6.78600 -3.67506 -2.31328
N -7.87378 -3.90155 -2.01403
H -3.03738 -4.25991 -4.92149
H -5.20500 -1.89327 -1.18087
C -2.82327 2.11615 -5.44373
C -1.76349 1.07677 -5.10681
O -1.01481 0.64106 -5.96815
O -1.76131 0.74810 -3.84970
H -2.51058 2.70399 -6.30542
H -3.03233 2.75693 -4.58980
H -3.74270 1.58800 -5.70537
O 0.87448 -1.30870 -1.76126
C 1.63457 -0.90489 -2.67652
O 1.11179 -0.37572 -3.71122
C 3.12449 -0.88032 -2.52543
C 3.54743 0.51912 -2.06111
Ge 2.61326 2.07391 -2.81504
C 0.77829 2.20687 -2.17968
C 0.49858 1.67949 -0.97149
C -0.68136 2.10060 -0.14514
C -1.83353 2.67419 -0.97310
C -1.31688 3.45058 -2.15738
C -0.13458 3.22257 -2.72368
C 2.88586 2.30957 -4.73010
C 1.97079 1.85851 -5.68001
C 2.20955 2.04507 -7.03585
C 3.37023 2.67380 -7.46303
C 4.29377 3.12323 -6.52834
C 4.04709 2.94559 -5.17348
C 3.45503 3.64074 -1.95940
C 4.15780 3.53268 -0.76060
C 4.65392 4.65485 -0.10804
C 4.45053 5.91635 -0.64699
C 3.75195 6.04641 -1.84004
C 3.26291 4.91899 -2.48511
H 3.57636 -1.11006 -3.49111
H 3.42456 -1.63104 -1.79457
H 4.60612 0.68445 -2.28023
H 3.44426 0.57804 -0.97451
H 1.23592 1.04611 -0.47879
H -0.29698 2.90451 0.50309
H -2.44881 1.86219 -1.38152
H -1.98821 4.18586 -2.59402
H 0.15667 3.76471 -3.61787
H 1.06794 1.34273 -5.38223
H 1.47609 1.68859 -7.74894
H 3.55520 2.81700 -8.52155
H 5.20400 3.61529 -6.85115
H 4.77116 3.32001 -4.45607
H 4.32191 2.55964 -0.31144
H 5.19357 4.54132 0.82495
H 4.83028 6.79437 -0.13842
H 3.58240 7.02813 -2.26642
H 2.72372 5.04213 -3.41950
S -2.58753 -2.33806 6.77182
C -1.82602 -3.06289 5.45340
S -0.75783 -2.21074 4.39490
C -0.56247 -3.61064 3.36501
N -1.22795 -4.64533 3.81352
N -1.91827 -4.32029 4.98160
C -2.72584 -5.37166 5.49872
C -3.33696 -6.23728 4.59529
C -4.12586 -7.27356 5.06536
C -4.30674 -7.46098 6.42955
C -3.67951 -6.60442 7.32109
C -2.88666 -5.56035 6.86572
S 0.38312 -3.50444 1.96474
H -3.17455 -6.08957 3.53819
H -4.60443 -7.93648 4.35504
H -4.92805 -8.27046 6.79306
H -3.80242 -6.74350 8.38872
H -2.40308 -4.89022 7.55779
```

Values from the calculation:
Spin multiplicity ... 4
Gap between HOMO and LUMO ... 6.24 eV
Total energy ... -8085.82158 Ha
LUMO level ... 0.131 Eh
HOMO ... -2.67 eV
Charge ... -2

Results of the Mulliken charge analysis, in e, for atoms 1 through 2: Cr 1.34; C -1.50


# C51H49IrNO4P2Sb

C51H49IrNO4P2Sb as an isolated structure at a distorted geometry (the ωB97M-V functional and the def2-TZVPD basis, the Open Molecules 2025 dataset).

Structure (XYZ):
```
109
C51H49IrNO4P2Sb the ωB97M-V functional and the def2-TZVPD basis
Ir -0.06248 0.26856 0.37234
O -0.23363 -3.40601 3.08683
C -0.47640 -2.77981 2.15064
O -0.72377 -2.16585 1.19087
C -0.19307 -0.41351 4.40043
O -0.06996 -1.11589 5.30737
O -0.31708 0.30700 3.49332
C 0.85260 0.11358 -2.98714
N -0.29253 -0.74581 -3.20425
C -1.53600 -0.07010 -2.91962
P -1.92906 0.01630 -1.10802
C -2.87124 -1.52442 -0.87692
C -4.07359 -1.58342 -0.18001
C -4.70152 -2.80256 0.03939
C -4.13735 -3.97270 -0.44534
C -2.94452 -3.92074 -1.15571
C -2.31085 -2.70627 -1.36528
C -3.14616 1.36537 -1.21970
C -2.76535 2.63928 -0.79879
C -3.61089 3.72264 -0.97940
C -4.84848 3.54168 -1.58460
C -5.23014 2.28072 -2.01836
C -4.37949 1.19666 -1.84426
C -0.23417 -1.63346 -4.31950
C 0.73964 -2.62996 -4.32786
C 0.84039 -3.49961 -5.40136
C -0.03835 -3.40177 -6.47149
C -1.01484 -2.41907 -6.45940
C -1.11039 -1.53094 -5.39596
P 1.46148 0.07713 -1.24128
C 2.34999 -1.50674 -1.31940
C 3.53743 -1.62279 -2.04574
C 4.14240 -2.85853 -2.20657
C 3.56511 -3.99691 -1.65726
C 2.37110 -3.89487 -0.96121
C 1.76718 -2.65502 -0.79673
C 2.69957 1.40109 -1.26847
C 2.29009 2.66001 -1.70811
C 3.18427 3.71919 -1.73943
C 4.49634 3.52869 -1.33300
C 4.90103 2.28836 -0.85984
C 4.00403 1.23304 -0.81001
H 0.62830 1.14742 -3.28153
H 1.69748 -0.22029 -3.58997
H -2.37498 -0.58838 -3.38078
H -1.53415 0.96336 -3.29666
H -4.54316 -0.67436 0.17311
H -5.63619 -2.83464 0.58446
H -4.62896 -4.92184 -0.27797
H -2.50490 -4.82899 -1.54741
H -1.36913 -2.68042 -1.90326
H -1.79661 2.78126 -0.32847
H -3.30765 4.70667 -0.64592
H -5.51255 4.38490 -1.72138
H -6.19033 2.13864 -2.49639
H -4.68798 0.21598 -2.18647
H 1.40909 -2.73018 -3.48287
H 1.60138 -4.26938 -5.39187
H 0.04032 -4.08286 -7.30778
H -1.70237 -2.32729 -7.29000
H -1.86290 -0.75397 -5.42248
H 3.98626 -0.75370 -2.50890
H 5.06423 -2.93357 -2.76798
H 4.04187 -4.96011 -1.78171
H 1.90339 -4.77938 -0.54837
H 0.82569 -2.58492 -0.27388
H 1.26282 2.83076 -2.01053
H 2.85497 4.69049 -2.08368
H 5.19992 4.34983 -1.37156
H 5.91665 2.14314 -0.51523
H 4.32125 0.28174 -0.40342
C -5.05012 1.49252 1.82980
Sb -3.02029 0.91891 2.19979
C -2.67611 2.34123 3.76576
C -3.47325 -0.75067 3.47385
H -5.45798 1.92778 2.74125
H -5.64516 0.61975 1.56398
H -5.10464 2.21916 1.02082
H -3.36921 2.14945 4.58466
H -2.84163 3.35108 3.39091
H -1.65520 2.26209 4.12879
H -4.46899 -0.61987 3.89666
H -2.76390 -0.81537 4.29791
H -3.44943 -1.68041 2.90572
C 4.08702 -0.98242 5.92332
C 3.69508 0.30091 5.56505
C 3.11114 0.54278 4.33222
C 2.91487 -0.50026 3.41981
C 3.30381 -1.78775 3.80307
C 3.88094 -2.03004 5.03875
C 2.27998 -0.36210 2.09534
C 1.60249 0.65549 1.53278
C 1.71746 2.09857 1.79349
C 2.96641 2.71338 1.93693
C 3.07399 4.08725 2.05071
C 1.93645 4.88777 2.02419
C 0.68920 4.29908 1.89183
C 0.58302 2.91943 1.77709
H 4.54231 -1.16373 6.88772
H 3.84111 1.12139 6.25591
H 2.79302 1.54559 4.08877
H 3.13577 -2.61283 3.11918
H 4.16654 -3.03721 5.31256
H 2.28239 -1.30373 1.54359
H 3.85461 2.09472 1.94736
H 4.05119 4.54144 2.15576
H 2.02437 5.96208 2.11802
H -0.20376 4.91192 1.88930
H -0.40661 2.47013 1.72510
```

Values from the calculation:
Spin multiplicity ... 2
Gap between HOMO and LUMO (alpha / beta) ... 7.07 / 6.04 eV
Total energy ... -3355.66283 Ha
LUMO level (alpha / beta) ... -0.090 / -0.129 Eh
HOMO (alpha / beta) ... -9.53 / -9.56 eV
Charge ... +1

Results of the Mulliken charge analysis, in e, for atoms 1 through 2: Ir 0.96; O -0.45